(1)
Density functional theory data (ωB97M-V/def2-TZVPD) for 2 unconnected molecules or ions with the total composition C3H9NO2 in a non-equilibrium geometry.

Gap between HOMO and LUMO: 10.41 eV
Relative energy (zero: lowest compared OMol25 entry of this formula, charge and spin): 228.37 kJ/mol
Lowest unoccupied orbital energy: 0.642 eV
HOMO level: -9.764 eV
Structure (SMILES): CC(=O)O.CN
Multiplicity: 1
Net charge: 0

Positions of all 15 atoms, in Å:
C -0.408 -1.568 -2.324
C 0.679 -1.166 -1.387
O 1.767 -0.909 -1.805
O 0.284 -0.826 -0.133
H 0.142 -1.997 -3.210
H -1.149 -2.284 -1.585
H -1.121 -0.722 -2.590
H 1.016 -0.624 0.373
C -0.753 1.519 1.930
N 0.562 1.708 1.372
H -1.363 1.235 1.141
H -0.753 0.669 2.716
H -0.951 2.541 2.314
H 1.152 1.655 2.232
H 0.896 0.768 0.955

Forces on atoms 1 to 2 (eV/Å):
C -2.5282 -1.7178 1.9756
C -0.5859 2.2149 -0.8109

---

(2)
Density functional theory data (ωB97M-V/def2-TZVPD) for 2 unconnected molecules or ions with the total composition C15H30IO11PS in a non-equilibrium geometry.

Gap between HOMO and LUMO: 7.24 eV
Lowest unoccupied orbital energy: -1.899 eV
HOMO level: -9.143 eV
Structure (SMILES): COC[C@]1(C[C@H](C)I)OS(=O)(=O)O[C@H]1CCCOC(C)=O.COP(=O)(OC)OC
Multiplicity: 1
Net charge: 0

Positions of all 59 atoms, in Å:
C -5.871 -2.118 -0.377
O -4.430 -1.881 -0.377
C -4.178 -0.888 -1.426
C -2.670 -0.360 -1.430
C -2.646 1.047 -2.192
C -3.405 2.242 -1.438
C -4.868 2.564 -2.025
I -2.206 4.068 -1.812
O -2.050 -1.249 -2.427
S -0.423 -1.581 -2.121
O -0.127 -2.965 -2.583
O 0.423 -0.526 -2.762
O -0.530 -1.339 -0.475
C -1.755 -0.591 -0.143
C -1.261 0.660 0.720
C -0.101 0.239 1.776
C -0.262 0.982 3.186
O -0.266 2.437 3.092
C 1.030 2.926 3.412
C 1.366 3.901 4.618
O 1.993 2.591 2.672
H -6.127 -3.110 0.130
H -6.198 -2.142 -1.468
H -6.434 -1.274 0.143
H -4.318 -1.462 -2.416
H -4.967 -0.078 -1.287
H -3.049 0.885 -3.257
H -1.554 1.373 -2.337
H -3.382 2.073 -0.316
H -5.388 1.658 -2.489
H -4.758 3.327 -2.877
H -5.516 3.001 -1.182
H -2.214 -1.270 0.654
H -2.116 1.075 1.374
H -0.873 1.527 0.093
H 0.912 0.554 1.358
H -0.112 -0.884 2.001
H -1.196 0.564 3.714
H 0.621 0.649 3.846
H 1.931 4.793 4.164
H 0.464 4.289 5.188
H 2.127 3.397 5.319
C 5.110 -1.351 -3.020
O 5.086 -2.331 -1.985
P 4.462 -1.775 -0.483
O 5.742 -0.980 -0.215
O 4.594 -3.274 0.152
C 5.851 -3.933 0.097
O 3.727 -1.237 0.969
C 3.947 0.104 1.374
H 5.204 -1.863 -3.978
H 4.187 -0.768 -3.020
H 5.968 -0.689 -2.886
H 6.685 -3.233 0.028
H 5.868 -4.604 -0.764
H 5.971 -4.525 1.005
H 3.865 0.784 0.524
H 4.928 0.195 1.843
H 3.190 0.370 2.115

Forces on atoms 1 to 2 (eV/Å):
C -0.1318 -0.1411 -0.3085
O -0.9295 0.8622 -0.6809

---

(3)
Density functional theory data (ωB97M-V/def2-TZVPD) for a molecular structure, C68H116O35S10Zn2 in a non-equilibrium geometry.

Gap between HOMO and LUMO: 6.13 eV
Lowest unoccupied orbital energy: 2.861 eV
HOMO level: -3.270 eV
Multiplicity: 1
Net charge: -2

Positions of all 231 atoms, in Å:
Zn 2.938 0.776 1.512
Zn -3.458 1.068 2.565
C -0.832 -0.665 1.558
C -1.814 -0.222 0.694
C -1.411 0.055 -0.765
O -2.241 -0.047 -1.627
C -0.024 0.401 -1.045
C 0.914 0.263 -0.059
C 0.487 -0.448 1.193
O 1.392 -0.740 1.995
O 2.100 0.515 -0.216
O -2.988 -0.016 0.985
H -0.961 -0.853 2.634
H 0.377 0.708 -1.989
C 3.260 0.849 5.399
C 2.771 1.741 6.417
C 2.270 3.161 5.903
O 2.019 3.902 6.789
C 2.086 3.428 4.552
C 2.474 2.479 3.571
C 3.255 1.274 4.050
O 3.875 0.542 3.196
O 2.422 2.672 2.282
O 2.864 1.646 7.573
H 3.855 -0.028 5.616
H 1.645 4.390 4.078
S -2.402 3.056 3.744
O -1.508 2.045 3.141
O -2.125 2.767 5.165
O -2.099 4.387 3.122
O -3.918 2.765 3.552
C -6.117 -2.703 1.827
C -5.048 -3.385 2.818
C -4.436 -4.504 1.979
O -5.033 -4.468 0.653
C -6.273 -3.844 0.812
H -5.770 -1.740 1.423
H -7.049 -2.508 2.323
H -5.653 -3.816 3.637
H -4.372 -2.614 3.119
H -4.669 -5.474 2.407
H -3.328 -4.510 1.822
H -7.004 -4.540 1.202
H -6.598 -3.525 -0.194
C -0.545 -6.768 1.747
C -0.849 -5.911 0.548
C -0.555 -4.497 1.011
O -0.806 -4.512 2.460
C -1.131 -5.855 2.805
H 0.524 -6.878 1.945
H -0.959 -7.761 1.865
H -1.914 -5.929 0.273
H -0.278 -6.099 -0.377
H -1.181 -3.689 0.623
H 0.481 -4.234 0.854
H -2.241 -5.945 2.835
H -0.788 -5.942 3.858
C -6.124 -1.102 -4.473
C -4.844 -0.869 -3.645
C -5.272 -1.470 -2.297
O -6.720 -1.778 -2.343
C -7.252 -1.143 -3.476
H -6.092 -2.105 -4.968
H -6.342 -0.372 -5.278
H -4.541 0.161 -3.543
H -3.905 -1.337 -3.944
H -5.067 -0.835 -1.458
H -4.789 -2.443 -2.083
H -7.553 -0.099 -3.242
H -8.157 -1.713 -3.812
C -6.339 5.131 -5.615
C -5.737 3.758 -6.032
C -5.503 3.024 -4.642
O -5.704 4.012 -3.667
C -5.680 5.326 -4.268
H -7.414 5.144 -5.424
H -6.187 5.831 -6.389
H -4.773 3.982 -6.526
H -6.384 3.243 -6.736
H -4.462 2.673 -4.537
H -6.163 2.145 -4.523
H -4.639 5.667 -4.373
H -6.187 6.004 -3.581
C -2.075 0.538 -6.430
C -2.476 1.715 -7.375
C -1.239 2.627 -7.264
O -0.817 2.539 -5.958
C -1.075 1.182 -5.468
H -1.685 -0.287 -7.016
H -2.853 0.101 -5.841
H -3.377 2.202 -6.950
H -2.667 1.377 -8.386
H -1.462 3.630 -7.538
H -0.522 2.271 -8.014
H -1.519 1.321 -4.460
H -0.172 0.588 -5.366
C -0.263 -2.195 5.963
C 0.360 -0.909 5.327
C -0.756 0.182 5.305
S -2.267 -0.673 5.172
O -2.910 -0.498 3.807
O -3.014 -0.370 6.342
C -1.617 -2.291 5.319
H -0.218 -2.195 7.056
H 0.330 -3.054 5.701
H 0.717 -1.061 4.292
H 1.198 -0.522 5.923
H -0.776 0.992 4.602
H -0.973 0.562 6.289
H -1.454 -2.627 4.281
H -2.380 -2.900 5.785
C 0.090 4.239 -1.576
C 0.642 4.016 -0.154
C -0.536 3.864 0.895
S -2.047 3.790 -0.054
O -2.668 5.107 -0.151
O -2.827 2.644 0.406
C -1.254 3.492 -1.567
H 0.778 3.805 -2.305
H -0.003 5.305 -1.782
H 1.345 4.749 0.212
H 1.145 3.091 -0.106
H -0.721 4.769 1.453
H -0.338 3.034 1.559
H -1.958 3.757 -2.352
H -1.060 2.415 -1.672
C 8.383 -1.871 3.703
C 7.381 -1.071 4.533
C 6.909 0.065 3.614
S 8.357 0.492 2.735
O 8.897 1.738 3.220
O 8.119 0.402 1.313
C 9.391 -0.837 3.269
H 7.991 -2.422 2.843
H 8.851 -2.679 4.247
H 7.992 -0.597 5.312
H 6.521 -1.558 4.965
H 6.525 0.918 4.127
H 6.221 -0.265 2.846
H 10.078 -0.508 4.054
H 9.915 -1.251 2.406
C 4.678 -3.933 4.285
C 3.497 -2.987 4.016
C 2.323 -3.857 3.519
S 3.062 -5.242 2.718
O 2.753 -5.306 1.318
O 2.929 -6.440 3.567
C 4.719 -4.785 3.001
H 4.514 -4.509 5.188
H 5.584 -3.342 4.400
H 3.798 -2.207 3.296
H 3.064 -2.473 4.891
H 1.663 -3.309 2.852
H 1.702 -4.271 4.305
H 5.061 -4.238 2.141
H 5.328 -5.693 3.059
C 6.241 4.646 1.455
C 4.943 5.239 0.848
C 4.038 4.119 0.364
S 5.224 2.971 -0.268
O 5.819 3.426 -1.514
O 4.573 1.666 -0.221
C 6.459 3.173 1.027
H 6.201 4.593 2.554
H 7.042 5.266 1.116
H 5.088 5.895 0.014
H 4.377 5.891 1.522
H 3.369 4.415 -0.436
H 3.504 3.580 1.150
H 7.418 2.885 0.638
H 6.240 2.523 1.869
C -5.673 2.344 -0.793
C -6.195 3.582 -0.077
C -5.742 3.359 1.396
S -6.327 1.748 1.750
O -7.735 1.669 1.912
O -5.497 0.892 2.659
C -5.973 1.097 0.109
H -4.608 2.368 -0.895
H -6.071 2.169 -1.800
H -7.282 3.714 -0.146
H -5.678 4.457 -0.465
H -6.121 4.122 2.086
H -4.673 3.372 1.560
H -6.900 0.606 -0.190
H -5.152 0.412 0.170
C 3.196 2.796 -3.368
C 2.084 2.921 -4.398
C 2.499 2.103 -5.608
S 3.120 0.651 -4.855
O 4.356 0.218 -5.457
O 2.022 -0.256 -4.641
C 3.463 1.314 -3.265
H 2.930 3.311 -2.453
H 4.097 3.296 -3.751
H 1.895 3.961 -4.690
H 1.140 2.564 -4.035
H 3.337 2.572 -6.173
H 1.687 1.886 -6.250
H 4.497 1.087 -2.996
H 2.790 0.853 -2.519
C -2.148 -3.473 -3.757
C -1.414 -2.148 -4.099
C 0.084 -2.309 -3.567
S 0.158 -3.870 -2.743
O 0.981 -3.854 -1.562
O 0.403 -4.825 -3.797
C -1.620 -3.928 -2.377
H -1.862 -4.197 -4.529
H -3.208 -3.387 -3.623
H -1.796 -1.240 -3.578
H -1.521 -1.977 -5.181
H 0.410 -1.549 -2.863
H 0.851 -2.392 -4.373
H -1.917 -3.246 -1.606
H -1.881 -4.971 -2.133
C 4.865 -1.733 -2.327
C 3.459 -1.912 -1.821
C 3.594 -2.481 -0.387
S 5.141 -2.019 0.261
O 6.104 -3.143 0.353
O 4.886 -1.160 1.408
C 5.593 -1.027 -1.115
H 4.908 -1.102 -3.190
H 5.261 -2.731 -2.606
H 2.852 -2.532 -2.505
H 2.847 -0.987 -1.777
H 3.617 -3.561 -0.360
H 2.842 -2.091 0.318
H 6.668 -0.942 -1.114
H 5.187 -0.030 -0.921

Forces on atoms 1 to 2 (eV/Å):
Zn 0.4674 -0.0131 0.4081
Zn 0.5145 -0.2310 0.4463